# 1
Molecular formula: C4H12
Method: DFT, wB97M-V/def2-TZVPD

Calculated values
- relative energy (zero: lowest compared OMol25 entry of this formula, charge and spin) (eV) = 0.0828
- M (g/mol) = 60.1
- SMILES = CC.CC
- frontier orbital gap (eV) = 12.875
- LUMO (hartree) = 0.04350

Geometry as ORCA input:
```
! wB97M-V def2-TZVPD RIJCOSX def2/J DEFGRID3
* xyz 0 1
C 0.5117 -1.7910 1.5402
C -0.6074 -0.7928 1.3200
H 1.1043 -1.9467 0.6379
H 1.1772 -1.4634 2.3436
H 0.1514 -2.7746 1.8491
H -0.1999 0.2185 1.3156
H -1.1540 -0.9668 0.3900
H -1.3720 -0.8371 2.1013
C 0.7233 0.9183 -1.5688
C -0.5895 1.6789 -1.3090
H 1.3839 1.0374 -0.7078
H 0.5357 -0.1353 -1.7557
H 1.2011 1.3532 -2.4475
H -1.0192 1.3662 -0.3584
H -1.3171 1.3716 -2.0619
H -0.5294 2.7636 -1.2886
*
```

# 2
Molecular formula: C2H5N5O
Method: DFT, wB97M-V/def2-TZVPD

Calculated values
- relative energy (zero: lowest compared OMol25 entry of this formula, charge and spin) (eV) = 4.8295
- M (g/mol) = 115.1
- SMILES = NNC1=NN=CON1
- frontier orbital gap (eV) = 8.711
- LUMO (hartree) = 0.01257

Geometry as ORCA input:
```
! wB97M-V def2-TZVPD RIJCOSX def2/J DEFGRID3
* xyz 0 1
N -1.2351 -0.3033 -1.9258
N -0.4089 0.6502 -1.4343
C 0.0538 0.5289 -0.1493
N 0.5471 1.5387 0.5046
N 1.2534 1.2543 1.6797
C 1.3071 0.0004 2.0177
O 0.9370 -1.1228 1.3130
N -0.2865 -0.7147 0.5698
H -2.0254 -0.6277 -1.2072
H -0.8420 -1.1496 -2.3890
H -0.3014 1.5924 -1.8849
H 1.5747 -0.1010 3.0197
H -0.5739 -1.5457 -0.1141
*
```

# 3
Molecular formula: C46H50AuGeI2N3O
Method: DFT, wB97M-V/def2-TZVPD

Calculated values
- relative energy (zero: lowest compared OMol25 entry of this formula, charge and spin) (eV) = 0.8697
- <S²> = 2.05
- M (g/mol) = 1184.3
- frontier orbital gap (spin up / spin down) (eV) = 5.859 / 3.230
- LUMO (spin up / spin down) (hartree) = -0.25940 / -0.35285

Geometry as ORCA input:
```
! wB97M-V def2-TZVPD RIJCOSX def2/J DEFGRID3
* xyz 2 3
Au -0.8941 0.2879 -0.2677
C 3.7412 -5.0272 -0.7204
C 3.5011 -4.7214 0.7452
C 4.1648 -5.4366 1.7597
C 3.9870 -5.1194 3.0973
C 3.0490 -4.1596 3.4836
C 2.3509 -3.4422 2.4979
C 2.5916 -3.7066 1.1365
N 2.1319 -2.8589 0.1088
C 0.9542 -2.1533 0.1416
N -0.0667 -2.8013 0.7475
C -1.4385 -2.4201 0.9277
C -1.9762 -1.2078 0.5038
C -3.3391 -1.0186 0.5510
C -4.1560 -1.9815 1.1495
C -3.6419 -3.1510 1.6554
C -2.2676 -3.3892 1.5575
C -1.6831 -4.6618 2.0960
N 0.8201 -0.9925 -0.4652
C 1.9846 -0.4886 -1.0981
C 2.0671 -0.5861 -2.5134
C 3.2104 -0.1977 -3.1851
C 4.2827 0.3587 -2.4985
C 4.2030 0.4470 -1.1174
C 3.1003 0.0530 -0.3809
C 3.2454 0.0826 1.1361
H 4.1488 -6.0312 -0.8331
H 4.4095 -4.3301 -1.1910
H 2.7913 -4.9881 -1.2658
H 4.8530 -6.2149 1.4525
H 4.5551 -5.6435 3.8273
H 2.9075 -3.9588 4.5513
H 1.6673 -2.6245 2.7880
H 2.8217 -2.6520 -0.6147
H 0.0831 -3.7526 1.0135
H -3.7648 -0.0883 0.1058
H -5.2338 -1.7807 1.1012
H -4.3348 -3.8992 2.1174
H -2.4154 -5.2363 2.6684
H -0.8489 -4.4780 2.7965
H -1.2990 -5.3329 1.3112
H 1.2120 -1.0460 -3.0468
H 3.2465 -0.3818 -4.2527
H 5.1722 0.6723 -3.0129
H 5.0697 0.7969 -0.5659
H 3.7023 1.0555 1.4294
H 3.9162 -0.7187 1.4557
H 2.3014 -0.0135 1.6807
Ge -0.9067 1.4345 1.9969
C -2.4936 2.4856 2.4312
C -2.2909 3.8549 2.5402
C -3.3777 4.7282 2.5709
C -4.6926 4.2272 2.5551
C -4.9041 2.8518 2.5037
C -3.8083 1.9902 2.4575
C -0.7269 0.3816 3.6660
C -1.6687 -0.5452 4.1327
C -1.2643 -1.5696 5.0110
C 0.0330 -1.5936 5.5046
C 0.9571 -0.6830 5.0246
C 0.5772 0.3442 4.1616
H 0.1635 2.5520 2.0101
H -1.2878 4.2678 2.6754
H -3.2045 5.7959 2.5270
H -5.5113 4.9360 2.5396
H -5.9317 2.4692 2.4609
H -3.9556 0.8854 2.3604
H -2.7119 -0.4344 3.7694
H -1.9552 -2.4008 5.2825
H 0.2772 -2.2828 6.2930
H 1.9977 -0.7638 5.2686
H 1.3086 1.1048 3.8618
C -2.9116 1.1738 -4.5309
C -1.5361 1.0976 -5.1827
C -1.0478 -0.3591 -5.0823
C -0.4911 2.1033 -4.6943
C 0.4383 2.4766 -5.6594
C 1.4357 3.4028 -5.4128
C 1.5613 3.8931 -4.1202
C 0.6480 3.6072 -3.1393
C 0.6368 4.4312 -1.8486
C -0.7144 4.9223 -1.4012
C 1.3941 3.6158 -0.7690
C -0.3313 2.5225 -3.3085
O -0.8664 1.9376 -2.3133
H -3.6532 0.6101 -5.0958
H -3.3097 2.1971 -4.3840
H -2.8103 0.7181 -3.5448
H -1.6208 1.3878 -6.2694
H -0.9296 -0.6646 -4.0463
H -0.0699 -0.4603 -5.5502
H -1.7798 -1.0864 -5.5455
H 0.3134 1.9867 -6.6428
H 2.0697 3.7462 -6.2162
H 2.4362 4.4895 -3.8697
H 1.3066 5.2957 -2.0937
H -1.4234 4.0909 -1.3353
H -1.1255 5.6147 -2.1446
H -0.6706 5.4478 -0.4382
H 1.1132 2.5441 -0.7383
H 1.2533 3.9895 0.2715
H 2.4571 3.7136 -1.0000
I -4.2046 3.1064 -1.1293
I -7.0735 3.3507 -0.9339
*
```

# 4
Molecular formula: C5H12IN2
Method: DFT, wB97M-V/def2-TZVPD

Calculated values
- relative energy (zero: lowest compared OMol25 entry of this formula, charge and spin) (eV) = 4.1656
- M (g/mol) = 227.1
- frontier orbital gap (eV) = 9.234
- LUMO (hartree) = -0.12975

Geometry as ORCA input:
```
! wB97M-V def2-TZVPD RIJCOSX def2/J DEFGRID3
* xyz 1 1
C -1.3390 0.4715 0.7817
C -0.2911 -0.5637 0.9172
C -1.1219 1.6456 -0.1684
C -1.6971 -1.5878 -0.9754
C 2.4429 0.4124 0.6401
N -1.1757 -0.8499 0.0694
N 1.5367 -0.2565 -0.2387
I 4.5042 0.3375 -0.1137
H -2.2288 0.4154 1.3537
H 0.3997 -0.9025 1.6651
H -1.4183 2.6595 0.1797
H -1.7695 1.5423 -1.1112
H -0.1216 1.5248 -0.5304
H -1.3941 -2.6065 -0.6847
H -2.8403 -1.5289 -0.7350
H -1.3953 -1.1112 -1.9760
H 2.1385 1.4204 0.6905
H 2.4056 -0.0044 1.7523
H 1.5373 0.2302 -1.2339
H 1.8278 -1.2482 -0.2822
*
```

# 5
Molecular formula: C3H6LiO5Rb
Method: DFT, wB97M-V/def2-TZVPD

Calculated values
- relative energy (zero: lowest compared OMol25 entry of this formula, charge and spin) (eV) = 0.0000
- M (g/mol) = 214.5
- frontier orbital gap (eV) = 4.782
- LUMO (hartree) = -0.03971

Geometry as ORCA input:
```
! wB97M-V def2-TZVPD RIJCOSX def2/J DEFGRID3
* xyz 0 1
O -4.6276 0.4293 0.6524
C -3.5049 0.1831 -0.1778
C -3.9281 -0.1218 -1.6262
O -2.8121 -0.4993 -2.4182
H -4.2958 0.7722 1.4878
H -2.8874 -0.6136 0.2410
H -2.8443 1.0518 -0.1684
H -4.4058 0.7570 -2.0626
H -4.6679 -0.9234 -1.6400
Li -1.3536 -1.6885 -2.0642
O -0.1726 1.3570 -1.9126
C 0.0508 0.7649 -0.8618
O -0.1580 -0.5743 -0.8058
O 0.0052 1.2453 0.3761
Rb 2.8795 -0.9264 0.5332
H -2.1535 0.2201 -2.3471
*
```

# 6
Molecular formula: C29H20FN4O4Ti
Method: DFT, wB97M-V/def2-TZVPD

Calculated values
- relative energy (zero: lowest compared OMol25 entry of this formula, charge and spin) (eV) = 1.2912
- M (g/mol) = 555.4
- frontier orbital gap (eV) = 6.731
- LUMO (hartree) = -0.15143

Geometry as ORCA input:
```
! wB97M-V def2-TZVPD RIJCOSX def2/J DEFGRID3
* xyz 1 1
Ti 8.0592 -3.1067 13.7883
C 9.2792 0.5130 16.2727
C 10.5849 0.7405 15.8280
C 11.0732 -0.0329 14.8287
C 10.3248 -1.0852 14.2907
N 9.0960 -1.3608 14.7345
C 8.6346 -0.5655 15.7249
C 10.8964 -1.9825 13.3013
C 12.1469 -1.8376 12.7742
C 12.5385 -2.6199 11.6616
C 11.6182 -3.5744 11.2163
C 10.3811 -3.6511 11.8163
N 9.9973 -2.8697 12.8376
C 9.3629 -4.6167 11.3491
C 9.4798 -5.4205 10.2370
C 8.6094 -6.4627 10.0508
C 7.5747 -6.6160 10.9970
C 7.4355 -5.6516 11.9939
N 8.3362 -4.6759 12.2205
H 8.7944 1.0351 17.0954
H 11.1207 1.5611 16.2793
H 12.0830 0.1477 14.4407
H 7.6467 -0.7654 16.0425
H 12.8293 -1.1738 13.2775
H 13.5638 -2.6011 11.2890
H 11.9369 -4.3304 10.4516
H 10.3558 -5.2915 9.5876
H 8.8178 -7.1805 9.3127
H 6.9049 -7.4920 10.8991
H 6.6351 -5.7262 12.7508
O 4.1075 -3.9134 13.9071
C 5.2510 -3.8283 14.3046
O 6.3457 -3.9548 13.5290
C 5.7483 -3.6760 15.7436
C 5.1436 -4.0489 16.9182
C 5.9414 -4.1217 18.0762
C 7.3204 -3.9467 17.9948
C 7.8185 -3.6623 16.7378
N 7.0671 -3.4552 15.6907
C 9.3553 -3.7590 16.3463
O 10.1793 -3.6113 17.2171
O 9.4176 -3.9616 15.0963
H 4.0959 -4.3667 16.8417
H 5.5539 -4.4700 19.0257
H 8.0469 -4.1587 18.7771
F 7.8666 -1.7802 7.6830
C 7.7021 -1.6067 8.9722
C 6.6551 -2.3602 9.5245
C 6.4636 -2.2550 10.8912
C 7.2572 -1.4292 11.6675
C 6.8969 -1.3454 13.1498
C 8.3951 -0.7767 11.1269
C 8.5649 -0.8064 9.7184
H 6.0091 -2.8283 8.8274
H 5.7132 -2.9487 11.3145
H 5.7971 -1.3555 13.2563
H 7.3535 -0.4429 13.5318
H 9.0862 -0.1013 11.6204
H 9.3878 -0.3312 9.2158
*
```

# 7
Molecular formula: C4H13N3O
Method: DFT, wB97M-V/def2-TZVPD

Calculated values
- relative energy (zero: lowest compared OMol25 entry of this formula, charge and spin) (eV) = 0.3553
- M (g/mol) = 119.2
- frontier orbital gap (eV) = 9.611
- LUMO (hartree) = -0.32052

Geometry as ORCA input:
```
! wB97M-V def2-TZVPD RIJCOSX def2/J DEFGRID3
* xyz 2 1
C -1.7625 -0.0172 0.1310
C -0.5506 -0.8059 -0.1362
C -4.1993 0.2073 -0.0617
C 4.1941 0.5931 0.0983
N -1.5644 1.2830 0.4137
N -2.9708 -0.4953 -0.1496
N 3.5238 -0.7792 -0.1027
O 0.5058 -0.2755 0.0261
H -4.6804 0.6585 -0.9523
H -4.9188 -0.4724 0.2429
H -3.9826 0.9399 0.5988
H 5.1813 0.4252 -0.1232
H 3.7502 1.2722 -0.5736
H 4.2669 0.6883 1.1779
H -0.7704 1.6232 0.9212
H -2.2237 2.0167 0.2248
H 3.7575 -1.5221 0.5546
H -3.1649 -1.3875 -0.5563
H 2.5894 -0.7309 -0.2885
H -0.7734 -1.8905 -0.5344
H 3.7928 -1.3309 -0.9106
*
```